The following is a DFT calculation (ωB97M-V/def2-TZVPD) of the ion C5H9F3N3 with charge +1 at a distorted geometry.

Properties
Net charge ... +1

```
20
Properties=species:S:1:pos:R:3:mulliken_charge:R:1
C -1.10423 2.01940 -1.81909 -0.740
C -1.04060 0.68683 -2.15061 -0.373
C -0.04776 -0.30031 -1.57341 -0.388
N -0.30317 -0.40926 -0.12186 -0.211
C 0.75746 -0.17277 0.70095 0.278
N 1.85344 0.63872 0.44458 -0.517
N 0.75273 -0.72067 1.88783 -0.098
C -0.28870 -1.59593 2.39947 0.808
F -0.22259 -2.79184 1.83056 -0.225
F -1.49056 -1.05434 2.26303 -0.217
F -0.03498 -1.73804 3.70415 -0.237
H -0.36280 2.75382 -2.12297 0.332
H -1.95024 2.39140 -1.25437 0.305
H -1.77275 0.30281 -2.85329 0.342
H 0.99207 -0.09678 -1.82078 0.326
H -0.27854 -1.26639 -2.00685 0.319
H -1.07026 0.21584 0.13528 0.324
H 1.56193 1.49729 -0.01427 0.322
H 2.52882 0.16269 -0.14480 0.312
H 1.52074 -0.52245 2.51644 0.337
```


The following is a DFT calculation (ωB97M-V/def2-TZVPD) of a cluster of 2 separate species, C5H9F3NO in total at a distorted geometry.

Properties
Net charge ... -1

```
19
Properties=species:S:1:pos:R:3:mulliken_charge:R:1
C 1.52494 1.27002 -0.63013 -1.296
C 1.64222 -0.19943 -0.70682 -0.015
C 1.24357 -1.02669 0.53627 -0.958
C -0.28152 -0.81910 0.92262 -0.360
C -2.86545 0.69888 0.03826 -0.068
N -1.24830 -1.37985 -0.06386 0.070
O -0.88859 -1.43932 -1.22923 -0.415
F -3.94969 0.03940 0.52716 -0.272
F -2.57962 1.54885 1.14020 -0.262
F -3.33662 1.56913 -0.90572 -0.253
H 0.66898 1.72693 -0.51076 0.462
H 2.07524 1.65339 0.28602 0.268
H 1.98857 1.71166 -1.53114 0.318
H 0.99632 -0.54019 -1.62665 0.201
H 2.69003 -0.58652 -0.88927 0.235
H 1.33636 -2.21098 0.44203 0.292
H 1.88081 -0.94887 1.35221 0.499
H -0.48837 0.26550 1.04924 0.174
H -0.40888 -1.33282 1.79956 0.381
```


The following is a DFT calculation (ωB97M-V/def2-TZVPD) of the ion C5H9FN with charge +1 at a distorted geometry.

Properties
Net charge ... +1

```
16
Properties=species:S:1:pos:R:3:mulliken_charge:R:1
C 2.07523 0.57896 -0.43477 -0.122
N 0.86657 0.28718 -0.19876 0.148
C 0.23189 -0.95392 -0.61511 -0.573
C -0.94893 -1.16828 0.32811 -0.655
C -1.57171 0.20356 0.44382 0.073
F -2.21161 0.57347 -0.68015 -0.267
C -0.03349 1.17344 0.48345 -0.773
H 2.48659 1.53178 -0.12832 0.312
H 2.73094 -0.10917 -0.95120 0.284
H 0.94198 -1.78151 -0.63380 0.421
H -0.15436 -0.80156 -1.63043 0.291
H -1.65627 -1.88870 -0.08079 0.362
H -0.61853 -1.51559 1.30467 0.322
H -2.18646 0.42657 1.31010 0.415
H -0.18900 2.11151 -0.03893 0.383
H 0.23716 1.33226 1.52208 0.379
```


The following is a DFT calculation (ωB97M-V/def2-TZVPD) of a cluster of 2 separate species, C5H9FO in total at a distorted geometry.

```
16
Properties=species:S:1:pos:R:3:mulliken_charge:R:1
C 0.03936 -0.04744 1.08566 0.819
C -0.35275 0.77523 -1.86966 -0.057
C 1.07320 0.94964 1.56384 -0.988
C 0.68170 -1.39529 0.88678 -1.241
C -1.76872 0.78196 -1.96621 -0.681
O -1.10539 0.26035 0.96479 -0.620
F 0.10449 2.03997 -1.83762 -0.191
H 1.26768 1.81559 0.81939 0.221
H 2.03943 0.58722 1.88391 0.361
H 0.51659 1.51247 2.30494 0.338
H 1.63490 -1.12373 0.49184 0.436
H 0.22653 -1.82227 -0.00653 0.309
H 0.38811 -1.96859 1.74359 0.345
H -2.30314 1.66230 -2.17119 0.357
H -2.05532 0.25402 -0.94766 0.251
H -2.02125 -0.02764 -2.57847 0.340
```


The following is a DFT calculation (ωB97M-V/def2-TZVPD) of a cluster of 2 separate species, C5H9FO in total at a distorted geometry.

```
16
Properties=species:S:1:pos:R:3:mulliken_charge:R:1
C -1.44012 -0.18688 -0.89560 -0.892
C -0.88293 -0.73326 0.11435 0.824
C -0.72965 -0.12836 1.47452 -1.053
F -0.33215 -1.95954 0.01668 -0.305
H -1.61573 0.86849 -0.66380 0.259
H -1.74227 -0.52731 -1.99422 0.235
H 0.27652 0.01142 1.89382 0.289
H -1.26011 -0.81459 2.14498 0.331
H -1.19841 0.80996 1.49877 0.324
C 2.74698 0.73256 -1.57588 -0.995
C 1.42567 0.77324 -0.80466 0.369
O 1.27602 -0.06347 0.04656 -0.490
H 2.72658 0.57264 -2.67962 0.281
H 3.27702 -0.15997 -1.04328 0.259
H 3.39992 1.56326 -1.34440 0.299
H 0.56099 1.50959 -1.00024 0.263
```


The following is a DFT calculation (ωB97M-V/def2-TZVPD) of a cluster of 2 separate species, C5H9FO2 in total at a distorted geometry.

```
17
Properties=species:S:1:pos:R:3:mulliken_charge:R:1
C 0.95627 2.58039 -0.50257 -0.593
C 0.44732 -2.41053 0.76419 0.082
C -0.85285 1.12848 -0.45039 0.697
C 1.40150 -1.61779 -0.06913 -0.961
C -1.92951 0.36760 0.30202 -0.890
O 0.05059 1.82711 0.11066 -0.227
O -0.73493 -2.64750 0.46563 -0.504
F -0.96066 1.34295 -1.77934 -0.276
H 1.52032 3.32480 0.11929 0.227
H 0.82085 2.87570 -1.58560 0.223
H 0.81446 -2.84190 1.63584 0.447
H 1.12381 -1.22304 -0.99592 0.292
H 2.20258 -2.36854 -0.18504 0.353
H 1.71594 -0.83232 0.58017 0.287
H -1.93998 -0.70735 -0.03454 0.204
H -2.92768 0.76769 0.26992 0.351
H -1.70804 0.43424 1.35481 0.287
```


The following is a DFT calculation (ωB97M-V/def2-TZVPD) of a structure of composition C5H9FO2 at a distorted geometry.

```
17
Properties=species:S:1:pos:R:3:mulliken_charge:R:1
C -0.45467 0.57457 -0.80297 0.153
C -1.45931 0.41159 0.28533 -0.891
C -0.91965 -0.93940 0.34597 -0.229
C 0.35075 -0.51837 -0.20963 0.279
C 1.14629 0.06282 0.82973 -0.482
H 1.13467 1.69046 -0.42459 0.443
H -0.74990 0.42631 -1.89836 0.316
H -2.56809 0.31864 0.07775 0.309
H -1.18958 1.10826 1.03501 0.266
H -1.47852 -1.49481 -0.38711 0.352
H -0.60586 -1.39762 1.40478 0.191
H 1.75986 -1.03168 -1.49449 0.375
H 0.45065 0.89027 1.41099 0.219
H 1.19714 -0.99104 1.38093 0.331
O 0.14165 1.83697 -0.69236 -0.649
O 0.90518 -1.44813 -1.04369 -0.637
F 2.33940 0.50115 0.18271 -0.345
```


The following is a DFT calculation (ωB97M-V/def2-TZVPD) of a structure of composition C5H9HoO3 at a distorted geometry.

Properties
Net charge ... +2
Multiplicity ... 5

```
18
Properties=species:S:1:pos:R:3:mulliken_charge:R:1
O 2.38659 0.03090 0.07076 -0.827
C 1.09078 -0.35156 0.28657 0.303
C 0.84550 -1.86835 0.39984 -0.452
O -0.24293 -1.83024 -0.53699 -0.273
C 0.13206 -0.55459 -1.05186 0.347
C -0.96659 0.44039 -1.15819 -0.775
O -0.66677 1.39287 -0.02721 -0.302
C -1.60989 1.34709 1.01198 -0.687
Ho 3.81922 1.64712 -0.39655 1.702
H 0.70288 0.11189 1.21050 0.203
H 0.51975 -2.24737 1.37861 0.284
H 1.69962 -2.44659 0.01052 0.331
H 0.73775 -0.60680 -1.97099 0.461
H -0.93033 0.93608 -2.14421 0.364
H -1.94772 -0.03231 -0.97232 0.365
H -1.35030 2.12972 1.73450 0.239
H -2.63118 1.53555 0.63807 0.354
H -1.58847 0.36621 1.51697 0.363
```


The following is a DFT calculation (ωB97M-V/def2-TZVPD) of a structure of composition C5H9IN at a distorted geometry.

Properties
Net charge ... +1

```
16
Properties=species:S:1:pos:R:3:mulliken_charge:R:1
C 2.87303 -0.83856 -0.05750 -0.172
C -0.72295 -0.64969 1.07516 -1.521
C -0.90152 0.37522 -1.14531 -0.773
C 1.12041 0.94682 0.49894 -0.774
C -0.32802 0.53608 0.26027 0.793
N 2.04059 -0.06848 0.20468 0.092
I -0.53859 -2.45276 -2.29521 0.481
H -1.75818 -0.72120 1.00089 0.499
H -0.34320 -1.79939 0.97800 0.328
H -0.39195 -0.49359 2.10597 0.368
H -2.01241 0.20958 -1.09225 0.470
H -0.26779 -0.65698 -1.45644 -0.211
H -0.68919 1.02020 -1.94918 0.470
H 1.41626 1.79607 -0.24060 0.348
H 1.39280 1.32196 1.56382 0.370
H -0.88929 1.47471 0.54875 0.235
```


The following is a DFT calculation (ωB97M-V/def2-TZVPD) of the molecule C5H9IO2 at a distorted geometry.

```
17
Properties=species:S:1:pos:R:3:mulliken_charge:R:1
C 1.88099 -1.92022 0.10125 -0.685
O 0.97685 -0.79680 0.05734 -0.275
C -0.31398 -0.93391 0.33848 0.448
O -0.79912 -1.95979 0.69370 -0.528
C -0.95527 0.47175 0.08759 0.503
C -0.74200 0.94618 -1.35469 -1.333
C -0.45867 1.63805 0.99788 -1.208
I -3.08959 0.15280 0.35248 0.138
H 2.25850 -2.23639 1.05066 0.289
H 2.77472 -1.55122 -0.41384 0.243
H 1.40090 -2.74462 -0.51708 0.298
H -1.31705 0.24784 -2.05958 0.385
H -1.07845 1.98829 -1.37186 0.371
H 0.31431 0.87979 -1.61172 0.347
H -1.22332 2.43966 1.13033 0.377
H 0.53112 2.14762 0.53897 0.267
H -0.15992 1.23098 1.98010 0.362
```


The following is a DFT calculation (ωB97M-V/def2-TZVPD) of a structure of composition C5H9KO3 at a distorted geometry.

Properties
Net charge ... +2

```
18
Properties=species:S:1:pos:R:3:mulliken_charge:R:1
H -0.79200 -0.85325 1.63748 0.273
O -1.58482 -0.61872 -0.01008 -0.289
O 0.40002 -1.77602 -0.10902 -0.132
O 0.36778 0.54002 0.15214 -0.600
C -2.36368 -0.88756 1.04349 0.311
C 1.40061 -1.72081 -0.86130 0.341
C -3.62633 -1.59375 0.76447 -1.032
C 2.08870 -2.92837 -1.27292 -1.039
C -0.20442 -0.49642 0.42842 0.362
H -2.44162 -0.06850 1.77074 0.369
H 1.68784 -0.73080 -1.24579 0.408
H -3.71428 -2.41843 1.48849 0.352
H -4.45790 -0.89989 0.96377 0.342
H -3.68057 -1.95338 -0.26792 0.316
H 2.07714 -2.94762 -2.37620 0.361
H 3.15162 -2.80171 -1.00354 0.357
H 1.66234 -3.83391 -0.83460 0.296
K 0.72970 3.47250 0.28848 1.002
```


The following is a DFT calculation (ωB97M-V/def2-TZVPD) of a structure of composition C5H9MnO3 at a distorted geometry.

Properties
Net charge ... +1
Multiplicity ... 6

```
18
Properties=species:S:1:pos:R:3:mulliken_charge:R:1
O -1.48892 1.37607 0.17770 -0.786
C -1.62645 0.34749 -0.71093 -0.091
C -2.03154 -0.91947 0.08070 -0.680
H -1.50378 1.04875 -1.86134 0.317
H -3.03752 -0.86645 0.51887 0.362
H -2.10907 -1.72611 -0.66687 0.323
O 1.75074 1.07587 -0.16712 -0.533
C 1.74198 -0.04858 -0.73333 0.222
C 1.22986 -1.19711 0.10324 -0.405
O 0.28158 -0.70498 1.02768 -0.469
C -1.01306 -1.33426 1.14213 -0.266
Mn 0.17785 1.31232 1.07430 1.056
H 2.15786 -0.43571 -1.67905 0.368
H 2.04864 -1.74851 0.59061 0.459
H 0.75206 -1.90224 -0.59931 0.393
H -1.37327 -1.03882 2.13416 0.294
H -0.86254 -2.42150 1.14961 0.372
H -0.95016 -0.19760 -1.40900 0.062
```


For the records above, the corresponding electronic energy values read -17944.0221, -17017.2982, -9530.6313, -10091.8061, -10093.2563, -12138.8644, -12139.3733, -37248.5680, -14909.1871, -17526.0527, -27778.9585, -42782.0691 eV.
For the records above, the corresponding energy relative to the best compared isomer or geometry (same formula, charge and spin) values read 288.4, 33.9, 0.0, 384.7, 244.8, 440.2, 391.1, 183.6, 490.5, 0.0, 248.9, 112.7 kJ/mol.